1.
The following is a quantum chemistry calculation of a molecular structure, C18H28N3O8P2Pt at a distorted geometry, from OMol25.

LUMO (alpha / beta) (eV): -3.58 / -6.65
Multiplicity: 5
Net charge: +1
Highest occupied orbital energy (alpha / beta) (eV): -8.78 / -11.97
E_tot (eV): -61776.9230
Energy above the lowest of the compared OMol25 structures with the same formula, charge and spin (kJ/mol): 0.0

Each line ends with the Löwdin spin population.
Geometry (Å):
1 C -2.134 -3.872 -0.124  0.14
2 C -1.596 -2.622 0.280  0.02
3 N -0.904 -1.880 -0.654  0.22
4 C -0.795 -2.278 -1.939  0.02
5 C -1.294 -3.517 -2.359  0.15
6 C -1.967 -4.319 -1.428  -0.01
7 C -1.680 -2.141 1.628  0.45
8 P -1.189 -0.453 1.954  0.08
9 Pt -0.164 0.070 -0.087  0.53
10 P 0.857 -0.006 -2.151  0.07
11 C -0.212 -1.300 -2.945  0.01
12 O 0.926 -3.389 2.063  0.04
13 O 2.385 -2.974 -0.184  0.00
14 H -2.678 -4.475 0.610  0.01
15 H -1.177 -3.824 -3.405  0.01
16 H -2.376 -5.287 -1.727  0.00
17 C -2.645 0.603 2.317  0.03
18 C -0.253 -0.426 3.533  0.02
19 H 0.315 -1.825 -3.758  0.00
20 H -1.052 -0.747 -3.408  0.00
21 H 0.026 -2.975 1.964  0.02
22 H -2.339 -2.675 2.321  0.02
23 C 0.688 1.484 -3.201  0.01
24 C 2.576 -0.579 -2.396  0.01
25 H 1.204 -0.321 0.892  0.00
26 H 3.216 -2.783 0.280  0.00
27 H 1.778 -3.222 0.568  0.00
28 H 0.732 -4.317 2.278  0.00
29 H -1.308 0.732 -0.599  0.00
30 H 1.153 -1.062 0.220  0.00
31 H -3.205 0.219 3.189  0.00
32 H -2.305 1.632 2.526  0.00
33 H -3.304 0.615 1.437  0.00
34 H -0.900 -0.716 4.379  0.00
35 H 0.581 -1.139 3.460  0.00
36 H 0.141 0.589 3.707  0.00
37 H 2.809 -0.702 -3.470  0.00
38 H 3.267 0.158 -1.956  0.00
39 H 2.679 -1.539 -1.866  0.00
40 H 0.995 1.287 -4.246  0.00
41 H -0.358 1.824 -3.177  0.00
42 H 1.318 2.281 -2.778  0.00
43 O 2.689 1.751 1.035  0.00
44 C 1.830 2.376 0.502  0.01
45 O 0.751 1.875 -0.092  0.13
46 C 1.744 3.913 0.519  0.09
47 C 0.527 4.549 0.227  0.46
48 C 0.401 5.944 0.322  0.18
49 C 1.510 6.708 0.690  0.06
50 C 2.733 6.089 0.973  0.40
51 C 2.852 4.684 0.902  0.27
52 N 3.844 6.872 1.337  0.09
53 O 3.756 8.145 1.410  0.25
54 O 4.976 6.336 1.594  0.06
55 N -0.843 6.553 0.069  0.02
56 O -1.872 5.859 -0.241  0.03
57 O -0.989 7.817 0.176  0.07
58 H -0.343 3.966 -0.050  0.02
59 H 1.414 7.784 0.760  0.00
60 H 3.790 4.195 1.134  0.01

***

2.
The following is a quantum chemistry calculation of a molecular structure, C18H28N4S2Sc at a distorted geometry, from OMol25.

LUMO (eV): -10.39
Net charge: +3
Highest occupied orbital energy (eV): -17.39
E_tot (eV): -67427.5516
Energy above the lowest of the compared OMol25 structures with the same formula, charge and spin (kJ/mol): 74.4

Each line ends with the natural charge from an NBO analysis.
Geometry (Å):
1 Sc 0.138 -0.285 -0.585  1.88
2 S -1.944 1.327 -1.369  0.24
3 S 2.592 0.828 -0.052  0.24
4 C -3.095 0.107 -2.114  -0.72
5 C -1.380 2.080 -2.927  -0.54
6 C -0.147 1.351 -3.424  -0.24
7 N 0.789 1.186 -2.270  -0.74
8 C 2.204 1.093 -2.742  -0.24
9 C 3.102 1.587 -1.625  -0.54
10 H -1.150 3.124 -2.681  0.26
11 H -2.201 2.062 -3.648  0.29
12 H 0.349 1.934 -4.216  0.25
13 H -0.386 0.355 -3.821  0.22
14 H 2.331 1.717 -3.640  0.25
15 H 2.412 0.049 -3.010  0.22
16 H 2.992 2.668 -1.478  0.26
17 H 4.158 1.364 -1.802  0.29
18 C 3.687 -0.642 -0.147  -0.72
19 H 0.725 2.058 -1.722  0.40
20 H 3.532 -1.200 -1.078  0.23
21 H 3.503 -1.290 0.713  0.25
22 H 4.720 -0.270 -0.095  0.28
23 H -3.497 -0.541 -1.333  0.24
24 H -2.597 -0.496 -2.883  0.23
25 H -3.919 0.682 -2.557  0.28
26 C -0.045 4.141 1.736  -0.40
27 C -0.427 3.376 2.773  -0.39
28 H -0.770 4.561 1.026  0.20
29 H 1.012 4.367 1.540  0.20
30 H -1.482 3.139 2.957  0.20
31 H 0.300 2.945 3.472  0.20
32 N -0.315 -2.534 0.117  -0.70
33 C 0.665 -2.332 1.152  0.33
34 C 1.186 -3.373 1.905  -0.24
35 C 1.940 -3.026 3.029  -0.07
36 C 2.158 -1.669 3.308  -0.22
37 C 1.647 -0.691 2.473  0.07
38 N 0.913 -1.040 1.382  -0.60
39 C -1.628 -2.077 0.489  0.33
40 C -2.666 -2.945 0.791  -0.24
41 C -3.810 -2.386 1.366  -0.07
42 C -3.863 -0.999 1.565  -0.22
43 C -2.801 -0.196 1.184  0.07
44 N -1.693 -0.750 0.628  -0.60
45 H -0.368 -3.533 -0.080  0.44
46 H 0.937 -4.395 1.607  0.26
47 H 2.361 -3.796 3.677  0.28
48 H 2.729 -1.355 4.181  0.28
49 H 1.779 0.381 2.633  0.25
50 H -2.510 -4.011 0.612  0.26
51 H -4.656 -3.015 1.648  0.28
52 H -4.730 -0.525 2.021  0.28
53 H -2.778 0.889 1.312  0.25

***

3.
The following is a quantum chemistry calculation of a molecular structure, C18H28N5O10P2RbS3, from OMol25.

LUMO (eV): 3.94
Net charge: -2
Highest occupied orbital energy (eV): -1.56
E_tot (eV): -98796.2278
Energy above the lowest of the compared OMol25 structures with the same formula, charge and spin (kJ/mol): 170.6

Each line ends with the natural charge from an NBO analysis.
Geometry (Å):
1 Rb -0.209 0.068 0.586  0.92
2 N 1.885 4.228 2.880  -0.54
3 C 2.464 3.422 3.831  0.08
4 C 3.358 3.661 4.868  -0.26
5 C 3.736 2.568 5.631  -0.24
6 C 3.239 1.285 5.368  -0.25
7 C 2.343 1.048 4.340  -0.20
8 C 1.954 2.137 3.562  0.16
9 N 1.095 2.187 2.483  -0.48
10 C 1.077 3.433 2.096  0.39
11 C 0.337 4.005 0.967  0.10
12 C 0.785 5.150 0.352  -0.59
13 S -0.397 5.620 -0.876  0.15
14 C -1.162 3.975 -0.686  -0.04
15 N -0.809 3.434 0.565  -0.64
16 H 1.930 5.226 2.781  0.41
17 H 3.746 4.653 5.068  0.19
18 H 4.436 2.707 6.447  0.19
19 H 3.566 0.453 5.979  0.21
20 H 1.958 0.056 4.141  0.27
21 H 1.759 5.602 0.435  0.21
22 H -2.234 4.019 -0.865  0.20
23 O 2.215 -1.550 1.441  -1.08
24 P 1.442 -2.242 2.690  2.54
25 O 2.399 -2.526 3.776  -1.15
26 O 0.200 -1.421 2.939  -1.23
27 O 0.927 -3.645 2.001  -1.11
28 P -0.183 -3.596 0.811  2.55
29 O -1.461 -2.983 1.568  -1.06
30 O -0.498 -4.949 0.306  -1.16
31 O 0.317 -2.545 -0.167  -1.27
32 H 1.662 -1.759 0.653  0.52
33 H -1.110 -2.330 2.227  0.53
34 O -2.835 2.523 -2.911  -0.95
35 S -1.385 2.318 -2.809  1.41
36 N -0.578 3.068 -1.789  -0.75
37 C 4.254 -0.104 -0.774  -0.73
38 C 2.961 -0.516 -1.439  0.68
39 N 2.794 -1.863 -1.588  -0.84
40 O 2.140 0.299 -1.820  -0.63
41 H 5.108 -0.615 -1.221  0.20
42 H 4.191 -0.384 0.280  0.26
43 H 4.373 0.972 -0.858  0.23
44 H 3.347 -2.436 -0.969  0.39
45 H 1.827 -2.179 -1.622  0.44
46 C -1.140 -0.723 -5.195  -0.62
47 C -2.379 -1.542 -4.849  -0.41
48 C -3.054 -1.056 -3.571  -0.63
49 S -2.044 -1.502 -2.120  1.27
50 O -2.361 -0.511 -1.063  -1.02
51 C -2.823 -3.081 -1.669  -0.61
52 C -3.889 -2.960 -0.594  -0.42
53 C -5.160 -2.245 -1.035  -0.61
54 H -0.647 -1.111 -6.088  0.20
55 H -0.420 -0.737 -4.376  0.23
56 H -1.411 0.318 -5.379  0.20
57 H -2.117 -2.600 -4.746  0.20
58 H -3.103 -1.487 -5.668  0.19
59 H -4.065 -1.446 -3.463  0.22
60 H -3.106 0.036 -3.537  0.25
61 H -1.998 -3.708 -1.318  0.28
62 H -3.220 -3.508 -2.596  0.20
63 H -3.445 -2.455 0.264  0.26
64 H -4.116 -3.976 -0.258  0.21
65 H -4.958 -1.195 -1.249  0.22
66 H -5.912 -2.281 -0.244  0.20
67 H -5.594 -2.707 -1.927  0.18

***

4.
The following is a quantum chemistry calculation of a molecular structure, C18H29AlBrCl3N2O10S at a distorted geometry, from OMol25.

LUMO (eV): -10.65
Net charge: +2
Highest occupied orbital energy (eV): -14.18
E_tot (eV): -167608.0212

Each line ends with the natural charge from an NBO analysis.
Geometry (Å):
1 C -3.541 -3.033 0.237  -0.65
2 C -3.647 -2.366 -1.129  -0.43
3 C -2.764 -2.962 -2.254  -0.21
4 N -1.767 -1.971 -2.761  -0.59
5 C -0.450 -2.353 -2.510  0.12
6 C 0.255 -2.055 -1.417  -0.14
7 Cl -0.369 -1.168 -0.106  0.11
8 C 1.681 -2.513 -1.278  0.48
9 O 2.520 -1.913 -0.666  -0.39
10 C 1.946 -3.830 -1.979  -0.25
11 C 1.296 -4.160 -3.096  0.01
12 C 0.242 -3.172 -3.567  0.46
13 O 0.041 -3.056 -4.749  -0.34
14 H -3.818 -4.082 0.169  0.28
15 H -2.507 -2.985 0.681  0.20
16 H -4.256 -2.455 0.890  0.15
17 H -4.675 -2.525 -1.440  0.25
18 H -3.524 -1.291 -1.039  0.23
19 H -2.232 -3.826 -1.861  0.18
20 H -3.372 -3.318 -3.074  0.24
21 H -1.954 -1.077 -2.328  0.39
22 H 2.725 -4.484 -1.515  0.29
23 H 1.506 -5.075 -3.631  0.29
24 O 5.473 4.008 -0.190  -0.92
25 S 6.007 2.807 -0.745  2.38
26 O 5.760 2.451 -2.107  -0.94
27 O 5.574 1.580 0.191  -0.73
28 C 4.173 1.395 0.451  -0.08
29 C 3.420 0.851 -0.748  -0.63
30 C 7.739 2.733 -0.443  -0.89
31 H 3.734 2.332 0.800  0.20
32 H 4.115 0.681 1.272  0.20
33 H 3.409 1.568 -1.569  0.23
34 H 2.387 0.635 -0.476  0.20
35 H 3.894 -0.055 -1.115  0.21
36 H 7.929 2.969 0.600  0.25
37 H 8.206 3.472 -1.090  0.27
38 H 8.098 1.738 -0.694  0.25
39 Al -3.289 -2.516 2.392  0.79
40 Cl -4.181 -0.418 2.174  -0.06
41 C -2.976 0.897 2.425  -0.35
42 C -3.041 1.945 1.345  -0.40
43 Cl -2.482 1.291 -0.221  -0.07
44 H -1.992 0.436 2.476  0.23
45 H -3.195 1.347 3.391  0.27
46 H -2.387 2.775 1.603  0.27
47 H -4.045 2.335 1.211  0.27
48 C -8.284 4.175 0.105  -0.10
49 C -8.438 3.059 1.113  -0.10
50 O -7.083 2.849 1.544  -0.51
51 C -6.397 3.996 1.318  0.98
52 O -5.297 4.210 1.720  -0.61
53 O -7.121 4.861 0.586  -0.47
54 H -9.140 4.842 0.074  0.22
55 H -8.083 3.807 -0.903  0.19
56 H -9.039 3.350 1.974  0.20
57 H -8.852 2.151 0.682  0.21
58 Br 4.252 -4.162 -2.408  0.36
59 C 7.178 -0.250 2.745  -0.49
60 N 6.400 -1.222 3.559  0.54
61 O 7.002 -1.937 4.318  -0.34
62 O 5.195 -1.225 3.391  -0.41
63 H 8.230 -0.351 2.985  0.24
64 H 6.990 -0.485 1.701  0.23
65 H 6.817 0.744 2.990  0.24

***

Question: Which of these has the highest net charge?
Answer: C18H28N4S2Sc

***

Question: Which formula does entry 1 have?
Answer: C18H28N3O8P2Pt

***

Please write out number 1 again, unchanged.
The following is a quantum chemistry calculation of a molecular structure, C18H28N3O8P2Pt at a distorted geometry, from OMol25.

LUMO (alpha / beta) (eV): -3.58 / -6.65
Multiplicity: 5
Net charge: +1
Highest occupied orbital energy (alpha / beta) (eV): -8.78 / -11.97
E_tot (eV): -61776.9230
Energy above the lowest of the compared OMol25 structures with the same formula, charge and spin (kJ/mol): 0.0

Each line ends with the Löwdin spin population.
Geometry (Å):
1 C -2.134 -3.872 -0.124  0.14
2 C -1.596 -2.622 0.280  0.02
3 N -0.904 -1.880 -0.654  0.22
4 C -0.795 -2.278 -1.939  0.02
5 C -1.294 -3.517 -2.359  0.15
6 C -1.967 -4.319 -1.428  -0.01
7 C -1.680 -2.141 1.628  0.45
8 P -1.189 -0.453 1.954  0.08
9 Pt -0.164 0.070 -0.087  0.53
10 P 0.857 -0.006 -2.151  0.07
11 C -0.212 -1.300 -2.945  0.01
12 O 0.926 -3.389 2.063  0.04
13 O 2.385 -2.974 -0.184  0.00
14 H -2.678 -4.475 0.610  0.01
15 H -1.177 -3.824 -3.405  0.01
16 H -2.376 -5.287 -1.727  0.00
17 C -2.645 0.603 2.317  0.03
18 C -0.253 -0.426 3.533  0.02
19 H 0.315 -1.825 -3.758  0.00
20 H -1.052 -0.747 -3.408  0.00
21 H 0.026 -2.975 1.964  0.02
22 H -2.339 -2.675 2.321  0.02
23 C 0.688 1.484 -3.201  0.01
24 C 2.576 -0.579 -2.396  0.01
25 H 1.204 -0.321 0.892  0.00
26 H 3.216 -2.783 0.280  0.00
27 H 1.778 -3.222 0.568  0.00
28 H 0.732 -4.317 2.278  0.00
29 H -1.308 0.732 -0.599  0.00
30 H 1.153 -1.062 0.220  0.00
31 H -3.205 0.219 3.189  0.00
32 H -2.305 1.632 2.526  0.00
33 H -3.304 0.615 1.437  0.00
34 H -0.900 -0.716 4.379  0.00
35 H 0.581 -1.139 3.460  0.00
36 H 0.141 0.589 3.707  0.00
37 H 2.809 -0.702 -3.470  0.00
38 H 3.267 0.158 -1.956  0.00
39 H 2.679 -1.539 -1.866  0.00
40 H 0.995 1.287 -4.246  0.00
41 H -0.358 1.824 -3.177  0.00
42 H 1.318 2.281 -2.778  0.00
43 O 2.689 1.751 1.035  0.00
44 C 1.830 2.376 0.502  0.01
45 O 0.751 1.875 -0.092  0.13
46 C 1.744 3.913 0.519  0.09
47 C 0.527 4.549 0.227  0.46
48 C 0.401 5.944 0.322  0.18
49 C 1.510 6.708 0.690  0.06
50 C 2.733 6.089 0.973  0.40
51 C 2.852 4.684 0.902  0.27
52 N 3.844 6.872 1.337  0.09
53 O 3.756 8.145 1.410  0.25
54 O 4.976 6.336 1.594  0.06
55 N -0.843 6.553 0.069  0.02
56 O -1.872 5.859 -0.241  0.03
57 O -0.989 7.817 0.176  0.07
58 H -0.343 3.966 -0.050  0.02
59 H 1.414 7.784 0.760  0.00
60 H 3.790 4.195 1.134  0.01